ORCA calculation (ωB97M-V/def2-TZVPD) on a 9-piece molecular cluster, C33H48F3INO8S3 overall.

XYZ file:
```
97
Properties=species:S:1:pos:R:3:forces:R:3:lowdin_charge:R:1
C 1.3275 -0.0756 -1.4172 -1.727 -3.354 2.429 -0.0125
C 0.1261 0.8003 -1.5131 -2.691 0.182 4.113 -0.3338
O -0.9046 0.3900 -0.9348 2.698 2.135 -2.713 0.0503
N 0.2456 2.2706 -1.9795 -2.437 -1.467 1.252 0.0547
H 0.9312 2.8056 -1.4081 1.517 0.051 2.019 0.0291
H 0.7110 2.1799 -2.8297 0.632 0.129 -3.155 -0.0671
C -0.9726 3.1379 -1.9354 -2.836 -2.012 -0.143 -0.0115
H 2.2229 0.2016 -1.8906 0.855 0.166 -0.982 0.0546
H 0.8074 -1.1040 -1.6758 1.663 1.813 -0.416 0.1247
H 1.5726 -0.3990 -0.2722 -0.651 1.683 -2.448 0.1172
H -1.9930 2.6221 -1.8611 1.563 -0.743 -1.318 0.0830
H -1.1504 3.8459 -2.7671 1.000 -0.120 0.895 0.1102
H -1.1450 3.3596 -0.9043 1.119 1.824 0.668 0.0607
I 0.8567 1.4769 -5.4164 -0.149 0.004 0.248 -0.5209
O 1.9891 3.0642 -0.3134 0.947 0.348 1.851 -0.4669
H 2.4587 3.4269 0.5159 -1.359 -0.677 -2.268 -0.0490
F 2.4382 -2.5231 -3.2106 0.951 -1.251 0.491 0.0342
C 3.2324 -3.3668 -2.4493 -0.782 1.858 -0.551 -0.2573
C 3.1980 -4.7169 -2.6052 0.578 -0.859 -0.557 -0.0295
C 3.9270 -5.5779 -1.7811 0.301 3.447 1.392 -0.0764
C 4.6830 -5.0695 -0.6861 -1.798 -0.099 -1.707 -0.0677
C 4.6671 -3.6385 -0.6291 3.773 -0.738 3.703 -0.1067
C 4.0358 -2.7721 -1.5040 -0.092 -1.310 0.743 -0.0274
H 2.7615 -5.1595 -3.4764 -0.732 0.033 -0.224 0.1144
H 3.7580 -6.5537 -2.0130 0.152 -2.894 -0.180 0.0645
H 5.0933 -5.8484 0.0167 -0.049 1.640 -0.576 0.1146
H 5.4045 -3.2267 0.2777 -2.272 -0.602 -2.568 0.1540
H 4.0931 -1.7223 -1.3689 0.009 0.762 0.007 0.0970
F 6.7145 -0.7567 3.9420 0.614 -0.206 1.272 0.0800
C 5.9569 -0.2016 3.0304 -1.040 -1.028 -5.644 -0.2922
C 4.8810 0.6281 3.3237 0.339 1.053 2.305 -0.0544
C 4.0813 1.2612 2.3356 1.021 -2.447 -2.968 -0.0088
C 4.3169 0.9293 0.8979 4.881 -4.061 10.603 -0.0040
C 5.3941 0.0453 0.6209 -2.564 0.826 11.396 -0.0525
C 6.1796 -0.6234 1.6126 -8.741 7.341 4.500 0.0513
H 4.8387 0.8725 4.4845 -0.488 -0.387 -2.614 0.1582
H 3.1934 1.7980 2.5734 -0.234 0.679 0.435 0.0801
H 3.9672 1.3672 0.1562 -4.112 4.241 -6.276 -0.0121
H 5.4975 0.0837 -0.2817 2.347 -0.946 -10.206 0.0043
H 6.8943 -1.0461 1.2265 7.841 -5.098 -2.905 0.0007
F -3.2059 0.0903 0.5032 -1.048 -1.066 0.245 0.0284
C -3.8275 -1.0630 0.9025 2.562 -2.608 0.061 -0.2149
C -4.9698 -1.0114 1.6786 -0.686 -0.076 -0.473 -0.0152
C -5.6555 -2.1536 2.1513 6.231 0.262 -4.358 -0.0448
C -5.0545 -3.3806 1.8477 1.073 2.358 1.376 -0.0957
C -3.7421 -3.4820 1.3657 -1.635 5.631 -2.253 -0.0374
C -3.1033 -2.3343 0.6924 -6.010 0.358 3.997 0.0657
H -5.3784 -0.0330 1.7788 -0.347 0.640 0.384 0.1048
H -6.5079 -2.0982 2.6174 -4.509 0.413 2.551 0.0449
H -5.4831 -4.1372 2.4066 -0.675 -2.218 0.416 0.0722
H -3.4030 -4.4152 1.3755 2.138 -3.586 -0.322 0.0446
H -2.2632 -2.4053 0.1428 2.831 -0.088 -1.591 0.0524
C 1.5524 -2.8012 1.2645 -3.228 3.288 2.001 -0.1051
C 2.8492 -2.6829 2.0332 0.834 5.639 -2.408 -0.2880
C 2.6664 -2.5538 3.4334 2.361 6.392 1.317 -0.2406
S 1.1471 -1.6134 3.7308 0.172 -3.036 -0.460 0.6368
O 1.4066 -0.2865 4.1157 0.503 2.432 0.786 -0.3083
O 0.3307 -2.4487 4.5752 -0.347 -0.021 -0.098 -0.3185
C 0.6575 -1.6002 2.0278 0.828 -0.505 -1.312 -0.1985
H 0.9119 -3.6528 1.6590 1.259 0.295 -1.041 0.1362
H 1.5724 -2.6694 0.1488 0.021 -0.362 1.269 0.1019
H 3.6068 -1.7147 1.8951 -2.305 -2.259 -1.356 0.1656
H 3.2728 -3.4772 1.6546 3.577 -4.285 -0.879 0.0359
H 3.6037 -1.9741 3.8903 -2.253 -1.190 -0.551 0.1557
H 2.5838 -3.3946 3.8740 -0.920 -5.892 3.555 0.0287
H 0.8888 -0.5436 1.8402 0.102 -0.360 -0.884 0.0823
H -0.3917 -1.7655 1.9036 -0.695 -0.016 0.154 0.0713
C -4.7755 2.0222 -6.2105 -0.054 -0.068 0.530 -0.1777
C -3.9059 0.8867 -5.7721 2.827 0.798 -1.976 -0.2964
C -3.1654 1.2445 -4.5394 -0.067 6.488 -2.064 -0.2307
S -4.4087 2.0005 -3.5421 -0.800 -5.817 0.963 0.5853
O -4.1122 3.1868 -2.8757 1.157 3.194 1.559 -0.2891
O -4.9016 0.8578 -2.7636 -0.088 1.175 -0.230 -0.3349
C -5.4748 2.3321 -4.8099 -4.831 -5.002 -4.068 -0.2589
H -5.3121 1.5855 -7.1967 0.546 1.958 2.520 0.1707
H -4.1307 2.9082 -6.2907 -0.250 -0.129 -1.241 0.1100
H -3.2514 0.5490 -6.5786 0.489 0.383 0.082 0.1312
H -4.5239 0.1078 -5.7035 -2.477 -3.455 1.120 0.0718
H -2.5528 2.2512 -4.8152 -0.461 -2.632 0.511 0.1402
H -2.6641 0.6094 -3.9433 1.952 -2.392 1.586 0.0577
H -5.9291 3.2221 -4.7659 -1.152 3.664 0.349 0.0368
H -6.5192 1.5701 -4.7795 3.245 1.833 0.390 0.1950
C -0.7798 3.1572 1.8405 0.584 -2.691 -1.876 -0.2515
C -2.2810 2.8609 1.8023 1.323 -2.137 2.624 -0.2469
C -2.9487 3.9108 2.5679 2.842 4.636 -0.961 -0.2435
S -1.8942 4.0308 3.9908 -0.048 3.284 1.682 0.6784
O -2.4957 3.1936 4.9978 0.100 -0.235 0.347 -0.3308
O -1.5883 5.4501 4.3413 -0.451 -2.506 -0.697 -0.3687
C -0.5018 3.2323 3.2696 5.531 0.082 4.012 -0.2967
H -0.5324 4.1042 1.4490 0.101 1.159 -0.941 0.0998
H -0.0665 2.3995 1.3165 -1.456 1.236 0.708 0.1410
H -2.4094 1.8894 2.3422 -0.089 0.481 -0.562 0.1404
H -2.8076 2.8242 0.9587 -1.293 -0.708 -4.134 0.0660
H -3.9021 3.8855 2.9229 -2.728 -0.863 0.822 0.0694
H -2.8811 4.9499 1.9782 0.063 -2.079 1.239 0.1668
H -0.1606 2.2978 3.9374 -1.507 1.490 -1.859 0.1495
H 0.5223 3.8962 3.4731 -2.891 -1.202 -0.464 0.1683
```
Positions in Å, forces in eV/Å.

As for the gap between HOMO and LUMO: 7.0 eV. The strongest force on any atom comes out at 12.358 eV/Å. As for the HOMO energy: -5.0 eV. The value obtained for the calculated total energy is -101615.69592 eV. The LUMO energy comes out at 2.020 eV. Its molecular weight is 866.85 g/mol. Its charge is -1.